# 1
{
  "formula": "C4H4F3N3",
  "method": "wB97M-V/def2-TZVPD",
  "symbols": ["C", "C", "C", "C", "N", "N", "N", "F", "F", "F", "H", "H", "H", "H"],
  "positions_angstrom": [[0.1232, 1.3261, 0.2813], [-1.9859, 0.5828, 0.0766], [-0.2769, -0.8476, -0.5528], [2.0138, -0.3260, 0.1635], [-1.1744, 1.4673, 0.4048], [0.6619, 0.0287, -0.1186], [-1.5857, -0.5152, -0.5700], [1.0200, 2.1748, 0.5806], [-3.8972, 0.7102, 0.6593], [0.0918, -1.9617, -0.9378], [2.7798, -0.3855, -0.7885], [2.4928, 0.3765, 0.9812], [2.0241, -1.3124, 0.5436], [-2.2873, -1.3181, -0.7234]],
  "forces_ev_per_a": [[1.1, -2.2, -0.2], [-4.0, 0.2, 1.1], [0.8, 2.4, 0.6], [4.9, 1.0, -0.6], [0.9, 1.9, 0.7], [-3.3, 2.4, 0.3], [-2.2, -2.7, 0.3], [-1.5, -0.5, -0.3], [5.7, -0.6, -1.9], [0.1, -1.3, -0.5], [-2.2, 0.6, 2.0], [-1.2, -1.3, -1.8], [-0.1, -1.1, 0.6], [0.9, 1.2, -0.2]],
  "charge": 2,
  "homo_lumo_gap_ev": [10.080, 10.072],
  "e_homo_ev": [-22.219, -22.206]
}

=====

# 2
{
  "formula": "C10H26Br4N6O12",
  "method": "wB97M-V/def2-TZVPD",
  "symbols": ["Br", "C", "C", "Br", "H", "H", "H", "H", "Br", "C", "C", "Br", "H", "H", "H", "H", "C", "N", "O", "O", "H", "H", "H", "C", "N", "O", "O", "H", "H", "H", "C", "N", "O", "O", "H", "H", "H", "C", "N", "O", "O", "H", "H", "H", "C", "N", "O", "O", "H", "H", "H", "C", "N", "O", "O", "H", "H", "H"],
  "positions_angstrom": [[0.6128, -3.5812, 0.4141], [2.2562, -3.2438, 1.4042], [2.6069, -1.6946, 1.4144], [4.4757, -1.4027, 2.1714], [3.0465, -3.7656, 0.8646], [2.2289, -3.6452, 2.4172], [1.8220, -1.1043, 1.8871], [2.6342, -1.3168, 0.3923], [1.1184, 6.4748, 0.1953], [-0.4848, 5.3789, 0.5852], [-1.6660, 5.8681, -0.2243], [-1.4255, 5.6207, -2.1702], [-0.6756, 5.3939, 1.6583], [-0.3015, 4.3375, 0.3207], [-1.8552, 6.9181, -0.0009], [-2.5837, 5.3469, 0.0482], [-3.8631, -4.9168, 2.0153], [-2.9711, -4.5805, 0.9255], [-3.1657, -3.4522, 0.4592], [-2.3138, -5.4888, 0.3998], [-4.5852, -5.6671, 1.6929], [-4.4853, -4.0333, 2.1578], [-3.2721, -5.1099, 2.9106], [-1.0927, -0.2380, 0.1194], [-1.5320, 1.0404, -0.5563], [-1.7106, 2.0207, 0.2148], [-1.7601, 1.0139, -1.7802], [-0.0249, -0.3865, -0.0413], [-1.5993, -1.1249, -0.2612], [-1.2635, -0.1918, 1.1950], [2.4943, 3.3814, 1.3172], [2.5924, 2.2937, 0.3715], [3.6645, 2.1905, -0.2629], [1.5656, 1.6077, 0.2689], [2.6132, 4.2917, 0.7296], [3.3708, 3.2380, 1.9490], [1.5046, 3.3696, 1.7738], [1.4063, -1.9080, -2.5190], [2.1982, -1.8255, -3.7640], [2.6733, -0.7349, -3.9829], [2.1977, -2.7758, -4.5212], [1.7255, -1.1153, -1.8423], [1.5395, -2.9094, -2.1097], [0.3242, -1.7997, -2.5929], [0.9103, -0.8340, 4.8421], [1.1163, 0.4004, 4.0057], [0.1161, 0.8862, 3.4583], [2.2400, 0.8482, 3.9022], [1.5493, -0.8445, 5.7251], [0.8186, -1.7923, 4.3309], [-0.0596, -0.5156, 5.2242], [-2.5532, 0.4577, -5.0619], [-1.5589, -0.5026, -5.5902], [-0.4514, -0.4655, -5.0985], [-1.9533, -1.3738, -6.3938], [-2.7965, 0.0623, -4.0757], [-3.3195, 0.4514, -5.8370], [-2.0983, 1.4482, -5.0752]],
  "forces_ev_per_a": [[0.1, 0.1, 0.6], [1.3, 1.6, 0.0], [0.0, -1.3, -0.5], [-1.8, -0.2, -0.4], [-0.2, 0.0, 0.0], [-0.4, 0.0, -0.2], [0.5, 0.0, 0.6], [0.4, -0.1, 0.1], [-0.6, -0.4, 0.3], [0.0, -0.4, -0.6], [-0.2, 0.4, 0.2], [-0.1, 0.2, 0.8], [0.0, 0.4, -0.1], [0.4, 0.1, -0.1], [0.1, 0.1, -0.5], [0.2, -0.3, -0.1], [-1.0, 0.7, 1.2], [-0.6, -0.4, -2.7], [1.3, -0.9, 0.2], [-0.4, 1.8, 1.1], [0.7, -0.5, 0.1], [0.3, 0.0, 0.3], [-0.3, -0.5, -0.2], [0.3, -0.4, 0.2], [-1.1, 0.9, 0.4], [0.5, -2.0, -2.2], [0.6, 0.3, 2.6], [0.0, 0.4, -0.2], [-0.3, 0.4, -0.4], [-0.1, 0.5, -0.2], [0.5, 0.8, 0.2], [0.3, -0.8, -1.5], [-2.6, -0.4, 1.2], [1.7, 0.0, -0.6], [0.1, 0.0, 0.2], [-0.4, 0.3, 0.4], [0.5, -0.2, 0.3], [-0.1, -0.8, 1.4], [-1.6, 0.7, -0.6], [0.7, 0.0, -0.3], [0.3, 0.0, 0.4], [0.3, -0.2, -0.1], [0.3, 0.2, 0.0], [0.1, 0.2, -1.1], [-1.6, 1.2, 1.2], [0.2, 0.1, -1.3], [1.2, -0.8, 0.8], [-0.4, -0.1, 0.1], [0.5, 0.0, -0.6], [0.3, 0.5, -0.4], [-0.3, -0.9, 0.2], [0.1, 0.2, -1.3], [0.0, -2.0, -0.6], [0.0, 0.0, -0.3], [0.7, 1.7, 1.2], [-0.3, 0.5, -0.2], [-0.5, -0.1, 0.7], [0.1, -0.2, 0.5]],
  "homo_lumo_gap_ev": 9.442,
  "e_homo_ev": -10.060,
  "smiles": "C[N+](=O)[O-].C[N+](=O)[O-].C[N+](=O)[O-].C[N+](=O)[O-].C[N+](=O)[O-].C[N+](=O)[O-].BrCCBr.BrCCBr"
}

=====

# 3
{
  "formula": "C3H10O2",
  "method": "wB97M-V/def2-TZVPD",
  "symbols": ["O", "H", "H", "C", "C", "C", "O", "H", "H", "H", "H", "H", "H", "H", "H"],
  "positions_angstrom": [[4.2932, -3.3302, 1.4724], [3.4790, -2.8339, 1.5565], [4.1139, -3.9708, 0.7842], [0.0951, 0.7971, -1.1934], [-0.7784, 1.0617, 0.0512], [-2.2081, 1.0574, -0.2910], [-0.5484, 0.0189, 0.9951], [-0.1265, -0.2456, -1.4210], [1.1250, 0.9062, -0.8537], [-0.1325, 1.5149, -1.9815], [-0.3240, 1.9802, 0.4226], [-2.8701, 1.0199, 0.5741], [-2.4110, 0.0749, -0.7170], [-2.5174, 1.7404, -1.0822], [-1.1898, 0.2089, 1.6837]],
  "forces_ev_per_a": [[0.2, 0.0, 0.1], [-0.2, 0.2, 0.1], [0.0, -0.2, -0.2], [-0.5, -0.4, 1.4], [1.9, 0.3, -0.8], [-1.4, -0.8, -0.6], [0.2, 0.1, 0.0], [0.3, 0.0, -0.7], [0.1, -0.1, -0.4], [0.0, -0.3, -0.1], [-0.8, 0.5, 0.5], [-0.1, 0.8, 0.1], [0.1, -0.3, -0.3], [0.0, 0.4, 0.4], [0.1, -0.3, 0.4]],
  "homo_lumo_gap_ev": 11.252,
  "e_homo_ev": -10.445,
  "smiles": "CC(C)O.O"
}

=====

# 4
{
  "formula": "C5H10CoO2",
  "method": "wB97M-V/def2-TZVPD",
  "symbols": ["C", "O", "C", "C", "H", "H", "H", "H", "H", "H", "C", "C", "O", "Co", "H", "H", "H", "H"],
  "positions_angstrom": [[-0.7656, 1.7049, -1.7292], [-1.2112, 1.6187, -0.3830], [-0.3314, 1.3678, 0.6256], [-1.0431, 0.9190, 1.7727], [-1.1937, 2.6266, -2.1391], [0.3266, 1.7476, -1.8324], [-1.1125, 0.7870, -2.2195], [0.6013, 1.9374, 0.6486], [-1.9600, 1.4424, 2.0656], [-0.4295, 0.4723, 2.5637], [1.7214, -2.6407, -0.5186], [0.9540, -1.5826, 0.1429], [-0.3723, -1.7905, 0.0450], [-1.7031, -0.7920, 0.6308], [2.8081, -2.5630, -0.5820], [1.3009, -3.6486, -0.4614], [1.1095, -0.0974, 0.1714], [1.3006, -1.5088, 1.1988]],
  "forces_ev_per_a": [[0.5, 0.4, -1.0], [1.4, -0.8, 1.4], [-3.0, 1.5, 0.4], [1.3, -1.2, -0.2], [0.0, -0.5, -0.1], [-0.2, 0.0, 0.3], [0.0, 0.5, -0.2], [0.3, -0.9, -0.4], [0.1, -0.3, -0.4], [-0.2, 0.8, 0.1], [0.8, 0.7, 0.1], [0.4, 1.9, 1.6], [-0.9, -0.4, 0.0], [0.3, 0.7, 0.2], [-0.4, 0.1, -0.1], [-0.1, 0.5, -0.3], [0.0, -2.7, -1.2], [-0.2, -0.3, -0.1]],
  "charge": 1,
  "homo_lumo_gap_ev": [6.133, 8.048],
  "e_homo_ev": [-11.610, -13.637],
  "multiplicity": 5
}

=====

# 5
{
  "formula": "C3H6Cl6",
  "method": "wB97M-V/def2-TZVPD",
  "symbols": ["C", "Cl", "Cl", "H", "H", "C", "Cl", "Cl", "H", "H", "C", "Cl", "Cl", "H", "H"],
  "positions_angstrom": [[-12.7734, 19.2556, 25.4875], [-12.1832, 17.8245, 26.4244], [-14.4272, 19.7329, 26.0641], [-12.1197, 20.1193, 25.6092], [-12.8813, 18.8551, 24.4794], [-13.6060, 21.2605, 29.3343], [-12.0006, 20.8464, 30.0055], [-13.3470, 22.5283, 28.1358], [-14.1586, 20.4186, 28.9172], [-14.1452, 21.5992, 30.2190], [-15.8348, 21.8915, 32.9282], [-17.0065, 22.8130, 33.8832], [-16.6435, 21.4453, 31.4189], [-15.0110, 22.5657, 32.6942], [-15.4091, 21.0552, 33.4828]],
  "forces_ev_per_a": [[-0.8, -0.9, 0.5], [0.0, 0.8, -0.2], [0.8, -0.2, -0.4], [0.0, -0.4, -0.1], [0.1, 0.6, 0.1], [0.3, 0.2, 0.8], [-0.2, -0.6, -0.1], [-0.5, 0.0, 0.0], [0.6, 0.0, -0.2], [-0.1, 0.4, -0.5], [0.2, 0.8, -0.1], [0.2, -0.1, 0.4], [0.3, -0.5, 0.0], [-0.2, 0.0, -0.1], [-0.6, -0.2, -0.2]],
  "homo_lumo_gap_ev": 11.483,
  "e_homo_ev": -10.881,
  "smiles": "ClCCl.ClCCl.ClCCl"
}

=====

# 6
{
  "formula": "C4H11N2S",
  "method": "wB97M-V/def2-TZVPD",
  "symbols": ["N", "C", "C", "S", "C", "N", "C", "H", "H", "H", "H", "H", "H", "H", "H", "H", "H", "H"],
  "positions_angstrom": [[-0.1123, 0.6086, -1.2866], [-0.0110, -0.1341, -0.0330], [1.3112, 0.0723, 0.7092], [2.7834, -0.5028, -0.1947], [-1.1854, 0.2477, 0.9189], [-2.4550, 0.4770, 0.2949], [-3.0563, -0.4455, -0.6264], [0.7975, 0.5077, -1.7311], [-0.2133, 1.5902, -1.0575], [-0.0438, -1.2016, -0.2554], [1.2177, -0.4561, 1.6687], [1.4444, 1.1303, 0.9421], [-1.3009, -0.5483, 1.6546], [-0.8698, 1.1704, 1.4128], [-2.8581, 1.3911, 0.2753], [-2.4811, -1.3558, -0.6445], [-4.1014, -0.6276, -0.3566], [-3.1084, -0.0202, -1.6364]],
  "forces_ev_per_a": [[-0.1, -0.2, 0.0], [-0.2, 0.2, 0.5], [0.1, -0.3, 0.1], [-0.1, 0.0, -0.1], [0.5, -0.1, -0.9], [-0.8, 0.1, 0.2], [-0.3, 0.9, -0.2], [0.2, 0.0, 0.0], [0.0, 0.2, 0.0], [-0.2, -0.1, -0.2], [0.1, 0.0, 0.0], [-0.2, 0.3, 0.1], [0.3, -0.1, 0.4], [-0.2, 0.0, 0.2], [0.4, 0.2, 0.0], [0.0, -0.4, -0.1], [0.0, -0.4, 0.2], [0.3, -0.3, -0.1]],
  "charge": -1,
  "homo_lumo_gap_ev": 6.057,
  "e_homo_ev": -2.395,
  "smiles": "CNC[C@@H](N)C[S-]"
}

=====

# 7
{
  "formula": "C3H8N2",
  "method": "wB97M-V/def2-TZVPD",
  "symbols": ["C", "C", "C", "H", "H", "H", "H", "H", "H", "H", "H", "N", "N"],
  "positions_angstrom": [[2.5714, -0.5743, 0.0617], [1.5959, 0.4964, -0.0839], [0.7945, 1.3988, -0.1669], [-3.3114, 0.8030, -0.0653], [-2.2046, 0.7421, 1.0901], [-1.2507, -1.0935, 0.1694], [-2.2267, -1.0576, -1.0860], [2.5031, -1.0697, 1.0500], [2.4264, -1.3432, -0.6949], [3.5913, -0.1652, -0.0402], [0.0465, 2.1609, -0.2369], [-2.3236, 0.5873, 0.0723], [-2.2121, -0.8849, -0.0693]],
  "forces_ev_per_a": [[0.5, -0.1, 0.4], [-0.9, 0.9, 0.1], [0.6, -0.8, 0.1], [0.1, -0.2, 0.0], [0.0, -0.1, -0.8], [0.2, 0.1, 0.1], [0.0, 0.2, 0.6], [0.0, 0.4, -0.5], [0.0, 0.0, -0.1], [-0.4, -0.2, 0.0], [0.2, -0.2, 0.0], [0.0, -0.2, 0.8], [-0.3, 0.2, -0.7]],
  "homo_lumo_gap_ev": 9.487,
  "e_homo_ev": -8.493,
  "smiles": "C#CC.NN"
}

=====

Record-wise energy above the lowest of the compared OMol25 structures with the same formula, charge and spin values, in eV: 4.740; 0.996; 0.411; 0.761; 0.342; 0.869; 4.049
Record-wise strongest force on any atom values, in hartree/bohr: 0.1177; 0.0598; 0.0402; 0.0658; 0.0248; 0.0202; 0.0250
Record-wise E_tot values, in eV: -16809.726; -324454.092; -7367.665; -47054.891; -78342.567; -18142.230; -6217.798